Entry 1:
Formula: C12H31F6NO10S2V
Source: OMol25
Level of theory: ωB97M-V/def2-TZVPD

Geometry (Å):
V1 -6.800089 -7.048257 -28.740971
C1 -8.527278 -6.313420 -32.611601
F1 -8.111426 -5.194559 -31.887537
F2 -9.825291 -6.406474 -32.619343
F3 -8.041596 -6.324419 -33.879002
S1 -7.769930 -7.857722 -31.605371
O1 -8.021502 -9.046093 -32.389082
O2 -6.383069 -7.518726 -31.525604
N1 -8.332380 -7.723940 -29.941577
S2 -9.642252 -8.590981 -29.866189
O3 -10.602399 -8.178644 -30.874603
O4 -9.418671 -10.042686 -29.807304
C2 -10.424633 -8.022474 -28.140133
F4 -11.457078 -8.749954 -27.826772
F5 -9.489888 -8.123988 -27.250509
F6 -10.772417 -6.761901 -28.277196
O5 -6.841167 -7.331999 -26.645699
H1 -7.591514 -7.393281 -26.022996
C3 -10.919301 -3.717867 -24.795197
C4 -10.155528 -4.595974 -25.714741
O6 -9.937356 -3.907719 -26.916639
H2 -11.964971 -3.591444 -25.075727
H3 -10.417290 -2.776708 -24.570915
H4 -10.950833 -4.259125 -23.849602
H5 -10.902550 -5.356821 -25.940959
H6 -9.213012 -4.976825 -25.321392
H7 -10.727020 -3.390672 -27.091816
C5 -6.443799 -11.233536 -30.034581
C6 -5.473027 -10.060500 -29.740409
O7 -6.109392 -9.164056 -28.912897
H8 -7.152560 -11.049985 -30.842092
H9 -7.026792 -11.516802 -29.158236
H10 -5.944769 -12.108696 -30.450722
H11 -5.181394 -9.424151 -30.575934
H12 -4.523849 -10.385369 -29.314244
H13 -6.042243 -9.495310 -28.014365
C7 -4.933287 -11.648712 -25.228203
C8 -5.337359 -10.164763 -25.161214
O8 -6.296931 -9.905720 -26.166303
H14 -4.757134 -12.137581 -24.270036
H15 -4.022213 -11.839928 -25.795194
H16 -5.638809 -12.402330 -25.578061
H17 -4.524677 -9.463748 -25.351525
H18 -5.937099 -9.970041 -24.272105
H19 -6.690929 -9.039796 -26.037656
C9 -11.158776 -9.125320 -24.072484
C10 -9.753992 -8.875072 -23.642100
O9 -9.427766 -10.033110 -22.886903
H20 -11.657412 -8.408889 -24.725314
H21 -11.777688 -9.277931 -23.188315
H22 -11.056716 -9.992220 -24.725299
H23 -9.529941 -7.917796 -23.171427
H24 -9.100162 -8.839324 -24.513495
H25 -8.969382 -10.587327 -23.522767
C11 -4.800117 -3.757806 -24.628303
C12 -4.921263 -5.286363 -24.754730
O10 -4.850228 -5.638417 -26.096361
H26 -3.781383 -3.370253 -24.636635
H27 -5.266345 -3.454966 -23.690730
H28 -5.435668 -3.302007 -25.387530
H29 -5.921305 -5.497598 -24.376067
H30 -4.228803 -5.795623 -24.084472
H31 -5.527205 -6.294739 -26.276748

Forces on atoms 1 to 3 (eV/Å):
V 0.5184 -1.7373 1.3756
C 1.0186 -0.4729 1.2242
F -0.6692 -1.5764 -1.6231

Values from the calculation:
- Kohn-Sham gap (alpha / beta) (Eh) = 0.3372 / 0.3354
- HOMO level (alpha / beta) (eV) = -9.957 / -10.050
- spin multiplicity = 4
- energy relative to the best compared isomer or geometry (same formula, charge and spin) (eV) = 3.491

***

Entry 2:
Formula: C12H31N2O8V
Source: OMol25
Level of theory: ωB97M-V/def2-TZVPD

Geometry (Å):
O1 14.465007 0.126387 17.285422
V1 13.162384 0.287124 16.354061
O2 13.386372 -0.899821 15.241576
C1 11.572082 -1.319497 20.162252
C2 11.563325 -1.628775 18.665302
C3 10.841231 -2.897983 18.474131
O3 11.279357 -0.607407 17.744124
H1 12.242971 -0.512548 20.456939
H2 11.567818 -2.170329 20.843552
H3 10.637690 -0.832844 20.441843
H4 12.601983 -1.879669 18.450030
H5 10.562323 -3.180051 17.458877
H6 9.919451 -2.915548 19.055606
H7 11.341145 -3.755398 18.924714
O4 8.488315 1.794003 15.707061
C4 9.334841 2.391793 14.733354
C5 10.876298 1.957246 14.645246
O5 11.491824 1.723038 15.915617
H8 9.205062 3.402623 15.119967
H9 8.913835 2.320075 13.730499
H10 11.498840 2.729945 14.194150
H11 10.890255 1.079072 13.999703
C6 14.921605 2.820112 15.118332
O6 14.517945 1.661681 15.262697
N1 14.233207 3.846998 15.522786
N2 16.027384 3.307067 14.547809
H12 14.653031 4.696358 15.172890
H13 13.330680 3.773282 15.970140
H14 15.953107 4.307963 14.434732
H15 16.675730 2.611153 14.208043
C7 16.700378 0.898287 11.999456
C8 16.453075 -0.486094 12.719633
C9 15.043150 -0.910089 12.317387
O7 17.224114 -1.513738 12.205249
H16 16.020118 1.712416 12.249545
H17 16.783340 0.707602 10.929476
H18 17.744242 1.155796 12.178740
H19 16.561544 -0.395889 13.800463
H20 15.089445 -1.040422 11.236199
H21 14.244524 -0.301121 12.741009
H22 14.812040 -1.935086 12.607354
H23 16.981775 -2.281492 12.728139
C10 15.725689 0.283516 20.499124
C11 16.027689 -1.244709 20.830927
C12 15.146983 -1.869110 21.930589
O8 15.692041 -1.917102 19.657142
H24 14.730664 0.560317 20.150666
H25 16.312273 0.479543 19.601579
H26 15.938100 0.970751 21.318085
H27 17.073557 -1.402154 21.094495
H28 15.449449 -2.897088 22.130237
H29 14.198445 -2.034571 21.419688
H30 15.026113 -1.231572 22.806397
H31 14.867711 -1.510525 19.380042

Forces on atoms 1 to 3 (eV/Å):
O -1.4837 0.4687 0.3172
V -1.4956 -2.5459 -1.1884
O -0.8838 2.3499 1.8091

Values from the calculation:
- Kohn-Sham gap (alpha / beta) (Eh) = 0.2422 / 0.2406
- HOMO level (alpha / beta) (eV) = -4.367 / -4.367
- spin multiplicity = 2
- charge = -1
- energy relative to the best compared isomer or geometry (same formula, charge and spin) (eV) = 0.132

***

Entry 3:
Formula: C12H31NO7SSi2
Source: OMol25
Level of theory: ωB97M-V/def2-TZVPD

Geometry (Å):
N1 -0.300885 1.952038 -1.143499
Si1 -0.976767 0.825648 -2.242684
O1 -0.165458 -0.627271 -2.125437
Si2 0.864476 -1.110012 -3.298268
S1 -0.074261 -2.442386 -4.677112
H1 0.705989 1.923705 -1.274849
H2 -0.537400 1.574166 -0.231529
H3 -2.360820 0.581960 -1.797351
H4 -0.960499 1.319453 -3.633499
H5 1.911768 -1.934742 -2.676655
H6 1.453131 0.043154 -3.997728
H7 -0.766574 -1.546722 -5.368133
O2 2.708059 1.947383 -1.601024
C1 3.441279 1.736026 -0.672097
O3 4.271306 2.718137 -0.290775
C2 5.080511 2.641590 0.889008
C3 6.398045 1.942616 0.633217
C4 3.487213 0.387310 0.009010
H8 4.523562 2.181883 1.704332
H9 5.248839 3.680091 1.162926
H10 6.252744 0.900621 0.350671
H11 7.017000 1.969312 1.529342
H12 6.933801 2.438808 -0.174061
H13 4.211545 -0.235992 -0.514418
H14 2.507199 -0.071832 -0.084843
H15 3.752930 0.424162 1.061119
O4 -4.156626 -6.868457 -0.550403
C5 -3.873860 -5.846838 -1.107250
O5 -2.616259 -5.379216 -0.990308
C6 -2.126841 -4.259522 -1.742191
C7 -2.433608 -2.935461 -1.080026
C8 -4.907927 -5.036862 -1.861996
H16 -2.491956 -4.299448 -2.767567
H17 -1.051826 -4.417937 -1.787509
H18 -3.507662 -2.756810 -1.015330
H19 -1.980781 -2.124505 -1.644351
H20 -2.032996 -2.914332 -0.067558
H21 -5.383323 -4.349865 -1.163149
H22 -5.660454 -5.722386 -2.236796
H23 -4.509631 -4.465109 -2.694776
O6 -1.088205 0.592465 1.755992
C9 -1.120008 1.623608 2.370575
O7 -0.508340 1.657477 3.570345
C10 -0.349309 2.861197 4.328646
C11 -1.555057 3.155453 5.194795
C12 -1.877467 2.835568 1.874152
H24 -0.102283 3.695914 3.673821
H25 0.523954 2.672240 4.948701
H26 -2.444371 3.342722 4.594549
H27 -1.369225 4.033838 5.812146
H28 -1.761555 2.309110 5.847556
H29 -2.904810 2.781344 2.232316
H30 -1.888161 2.811373 0.790480
H31 -1.448146 3.785333 2.179473

Forces on atoms 1 to 3 (eV/Å):
N -0.2036 -0.2988 -0.3530
Si -0.6010 0.0719 0.6030
O -0.0662 0.3762 -0.5369

Values from the calculation:
- Kohn-Sham gap (Eh) = 0.3717
- HOMO level (eV) = -9.754

***

Entry 4:
Formula: C12H32B2MgO6S3
Source: OMol25
Level of theory: ωB97M-V/def2-TZVPD

Geometry (Å):
Mg1 5.554643 -10.399683 20.030486
B1 6.405167 -10.016446 21.835016
H1 5.593067 -9.380433 21.518411
H2 7.165690 -10.079141 21.072178
H3 6.826791 -9.662614 22.763064
H4 6.014062 -11.013286 21.967597
B2 4.595427 -8.879111 19.137529
H5 4.841030 -9.786978 18.608666
H6 4.016484 -8.245420 18.483697
H7 4.179019 -9.046146 20.118821
H8 5.544757 -8.395442 19.308047
C1 1.304557 -12.919703 19.380418
C2 0.748881 -11.632036 18.883975
C3 1.543734 -10.398900 19.394786
S1 2.369034 -11.084208 20.970018
O1 1.859886 -10.425428 22.170563
O2 3.828802 -11.216051 20.714461
C4 1.536596 -12.747168 20.879089
H9 2.127356 -13.348253 18.808193
H10 0.562876 -13.713057 19.287701
H11 -0.301911 -11.583729 19.169638
H12 0.743762 -11.628965 17.793990
H13 0.876899 -9.638213 19.800741
H14 2.190272 -9.868840 18.695405
H15 0.594341 -12.735558 21.426922
H16 2.185384 -13.460060 21.387972
C5 10.691842 -9.638243 18.618248
C6 9.942050 -8.499853 19.297399
C7 8.708018 -8.159683 18.389448
S2 8.086366 -9.754237 17.707083
O3 7.954629 -9.618136 16.252438
O4 7.034809 -10.337443 18.600049
C8 9.640075 -10.662807 18.125481
H17 11.345944 -10.092362 19.362578
H18 11.445352 -9.346332 17.886737
H19 10.511018 -7.589815 19.487700
H20 9.479615 -8.955833 20.172800
H21 9.181426 -7.656150 17.546574
H22 7.918015 -7.541755 18.816257
H23 9.937835 -11.254939 17.260139
H24 9.427205 -11.407212 18.892708
C9 8.338259 -15.428645 19.734458
C10 8.543553 -14.758601 21.039265
C11 7.208402 -14.324887 21.640716
S3 6.188745 -13.756660 20.305583
O5 6.243512 -12.294873 20.045318
O6 4.893609 -14.428811 20.414601
C12 7.265111 -14.635801 18.961280
H25 8.086658 -16.484117 19.838324
H26 9.235106 -15.399977 19.115640
H27 9.178834 -13.899334 20.824387
H28 9.104208 -15.436885 21.682453
H29 7.170549 -13.583544 22.438880
H30 6.624847 -15.158451 22.031553
H31 7.686556 -13.816279 18.379164
H32 6.579541 -15.162052 18.297088

Forces on atoms 1 to 3 (eV/Å):
Mg 0.5621 -1.2057 0.4658
B 0.7525 0.4529 1.9946
H -2.6019 2.6285 -0.4617

Values from the calculation:
- Kohn-Sham gap (Eh) = 0.3430
- HOMO level (eV) = -9.215
- energy relative to the best compared isomer or geometry (same formula, charge and spin) (eV) = 4.151

***

Entry 5:
Formula: C12H32BrNO5PSi2
Source: OMol25
Level of theory: ωB97M-V/def2-TZVPD

Geometry (Å):
C1 -2.216509 3.160007 2.736168
C2 -1.005156 3.312617 3.652091
C3 0.297992 3.486905 2.853482
C4 0.929784 2.147238 2.418062
Si1 0.655891 1.652101 0.636772
C5 2.235242 1.036077 -0.071979
O1 0.070669 2.984268 -0.158710
C6 0.150809 3.025645 -1.571659
C7 -0.929585 2.191334 -2.248475
C8 -2.231687 2.975200 -2.474396
O2 -0.397769 1.753328 -3.514123
O3 -0.588915 0.498654 0.602647
Si2 -0.313084 -1.091742 0.869375
C9 0.613088 -1.948299 -0.545008
O4 0.320311 -3.336272 -0.531959
C10 0.789896 -4.009022 -1.678894
C11 1.402908 -5.363240 -1.309948
C12 2.522381 -5.769727 -2.276985
P1 -2.432649 -1.910019 1.209912
N1 -2.769038 -3.059045 -0.036247
O5 -2.323802 -2.941271 2.511162
H1 -2.300443 4.049838 2.108480
H2 -3.143302 3.025639 3.294259
H3 -2.082446 2.317935 2.054848
H4 -0.883835 2.409976 4.258154
H5 -1.127696 4.141713 4.352142
H6 1.006885 3.973799 3.529224
H7 0.155973 4.170409 2.016597
H8 0.638563 1.335152 3.090372
H9 2.015789 2.234138 2.521951
H10 2.113550 0.451174 -0.988099
H11 2.859662 1.914077 -0.321548
H12 2.783268 0.443322 0.659692
H13 1.127935 2.739104 -1.967742
H14 0.000917 4.068862 -1.864882
H15 -1.184290 1.297668 -1.675561
H16 -2.344537 3.713001 -1.679335
H17 -2.181218 3.453612 -3.450894
H18 -3.088639 2.303163 -2.426659
H19 -0.908381 0.989365 -3.793818
H20 0.421410 -1.353688 2.141170
H21 1.689361 -1.826075 -0.370278
H22 0.352562 -1.473672 -1.499998
H23 -0.021670 -4.140451 -2.406869
H24 1.556093 -3.405377 -2.178412
H25 0.609684 -6.110180 -1.303151
H26 1.814020 -5.248980 -0.307323
H27 2.113522 -6.282875 -3.148594
H28 3.234825 -6.429065 -1.784053
H29 3.067235 -4.899355 -2.642531
H30 -3.453072 -3.740138 0.264656
H31 -3.093888 -2.578877 -0.864435
H32 -1.646962 -2.639547 3.128418
Br1 5.118350 2.301597 0.182932

Forces on atoms 1 to 3 (eV/Å):
C 0.2015 0.1604 0.0126
C 0.1518 -0.2660 -0.4384
C 0.1525 -0.1017 0.9714

Values from the calculation:
- Kohn-Sham gap (Eh) = 0.2260
- HOMO level (eV) = -3.850
- charge = -1
- energy relative to the best compared isomer or geometry (same formula, charge and spin) (eV) = 0.000